No. 1
This record from the OMol25 dataset describes a cluster of 2 separate species, C2H9N2S2 in total in a non-equilibrium geometry. The level of theory is the ωB97M-V functional and the def2-TZVPD basis.

Atoms and positions in Å:
C1 -0.25858 -2.21423 1.91843
S1 0.87338 -1.21366 0.89952
S2 0.08475 -1.69190 -1.00071
H1 -1.30407 -2.21482 1.62266
H2 -0.17225 -1.80527 2.92465
H3 0.13940 -3.22483 1.91554
H4 -1.15894 -1.42851 -0.57764
N1 -0.79934 1.30749 -0.54090
C2 0.12033 1.95415 -1.25791
N2 1.41126 1.81597 -1.17209
H5 -1.13543 0.35827 -0.46202
H6 -1.41689 1.96507 -0.08377
H7 -0.22017 2.86110 -1.74955
H8 1.98351 2.60278 -1.45720
H9 1.85304 0.92839 -0.97902

Properties
strongest force on any atom = 1.706 eV Å⁻¹
HOMO level = -12.370 eV
electronic energy = -987.20458 a.u.
ΔE to the lowest compared entry with this formula, charge and spin = 35.6 kcal/mol
net charge = +1

=====

No. 2
This record from the OMol25 dataset describes a cluster of 12 separate species, C29H76F3NO14 in total. The level of theory is the ωB97M-V functional and the def2-TZVPD basis.

Atoms and positions in Å:
C1 -3.63741 -0.25285 2.28267
C2 -5.00927 -0.28488 1.57706
C3 -4.91481 0.27448 0.14845
N1 -4.90484 -0.81739 -0.84623
C4 -3.62978 -1.06848 -1.40460
O1 -3.65116 -2.23217 -2.22925
C5 -2.52104 -2.18255 -2.97087
O2 -1.87632 -3.11827 -3.30152
O3 -2.24833 -0.89661 -3.29218
C6 -2.82697 -0.03850 -2.29446
C7 -3.56621 1.09228 -3.02212
F1 -3.26501 2.26571 -2.44471
F2 -4.90210 0.96222 -2.99522
F3 -3.21432 1.17439 -4.30742
H1 -2.91719 0.26187 1.65150
H2 -3.27945 -1.26497 2.47240
H3 -3.65549 0.28037 3.23420
H4 -5.76385 0.24553 2.16264
H5 -5.35989 -1.31647 1.49618
H6 -5.72962 0.96402 -0.08092
H7 -3.98453 0.84795 0.07667
H8 -5.64079 -0.73435 -1.53153
H9 -2.95494 -1.26788 -0.56140
H10 -2.00836 0.37432 -1.70647
C8 -0.54747 2.95623 3.75397
C9 -0.60642 2.14708 2.47647
O4 -1.82039 2.33447 1.74853
H11 -1.38582 2.71055 4.40687
H12 0.38137 2.73570 4.27778
H13 -0.59364 4.02801 3.53994
H14 -0.56669 1.08097 2.69991
H15 0.25088 2.38351 1.83675
H16 -1.89962 3.26476 1.51404
C10 2.50789 0.79885 7.69832
C11 2.28234 0.39196 6.25584
O5 1.87231 1.50004 5.45135
H17 1.59775 1.21776 8.13059
H18 2.82240 -0.05137 8.30590
H19 3.28462 1.56658 7.74831
H20 1.48914 -0.35257 6.18256
H21 3.19466 -0.02994 5.83218
H22 2.57748 2.15503 5.50622
C12 -2.75027 0.92887 -8.57410
C13 -1.40984 0.57348 -7.95834
O6 -1.19396 1.22794 -6.71565
H23 -2.82847 2.00706 -8.71861
H24 -2.87924 0.43547 -9.53922
H25 -3.57046 0.61903 -7.92202
H26 -0.59400 0.89446 -8.60604
H27 -1.32808 -0.51191 -7.83154
H28 -1.89220 0.95454 -6.11222
C14 -3.51898 -5.57187 0.17969
C15 -3.32933 -4.69702 1.40335
O7 -3.22812 -3.31696 1.06633
H29 -2.69450 -5.42971 -0.51962
H30 -3.56459 -6.62597 0.45725
H31 -4.44615 -5.31600 -0.33861
H32 -2.39708 -4.94290 1.91170
H33 -4.14864 -4.85077 2.11399
H34 -4.04375 -3.06121 0.61707
C16 5.95041 -0.36017 2.28277
C17 4.74587 -0.52985 3.18404
O8 5.03150 -0.20471 4.54731
H35 6.78677 -0.96760 2.63328
H36 5.70368 -0.64394 1.26078
H37 6.27936 0.68310 2.27513
H38 4.41832 -1.56916 3.19413
H39 3.91603 0.07950 2.81589
H40 5.31167 0.71678 4.58463
C18 5.07299 -4.45739 6.56814
C19 5.14622 -4.38046 5.05524
O9 3.95368 -3.85913 4.48133
H41 4.22738 -5.07290 6.87661
H42 5.98728 -4.88559 6.98200
H43 4.94103 -3.46106 6.99685
H44 5.26777 -5.37459 4.62535
H45 6.00688 -3.77513 4.74917
H46 3.82809 -2.97038 4.83290
C20 -1.80761 0.54972 -12.81174
C21 -3.30134 0.77311 -12.67073
O10 -3.91724 1.13057 -13.90219
H47 -1.32690 1.44542 -13.20563
H48 -1.35515 0.30487 -11.84933
H49 -1.60215 -0.27313 -13.50061
H50 -3.49901 1.60234 -11.99186
H51 -3.78330 -0.11967 -12.25621
H52 -3.77700 0.41286 -14.52741
C22 6.84436 3.19268 8.04068
C23 6.65037 2.46003 6.72865
O11 5.40692 2.78796 6.10644
H53 6.02818 2.96583 8.72700
H54 7.78562 2.90399 8.50965
H55 6.86282 4.27368 7.88298
H56 6.61813 1.38273 6.88884
H57 7.47780 2.67479 6.04481
H58 5.39341 3.73469 5.93321
C24 0.48881 -4.56399 -0.56257
C25 0.33479 -3.08982 -0.24209
O12 0.42325 -2.28207 -1.41473
H59 1.44117 -4.74859 -1.06080
H60 0.44779 -5.16668 0.34678
H61 -0.30892 -4.89708 -1.23088
H62 1.13917 -2.75511 0.41347
H63 -0.61685 -2.91128 0.27115
H64 -0.27525 -2.55325 -2.02311
C26 4.44363 0.34785 -2.15071
C27 3.27839 0.19605 -1.19239
O13 3.63061 0.57786 0.13831
H65 5.29171 -0.25145 -1.81700
H66 4.16359 0.02765 -3.15502
H67 4.76977 1.38993 -2.20574
H68 2.96012 -0.84354 -1.13491
H69 2.42069 0.78210 -1.53703
H70 3.89933 1.50166 0.11637
C28 -4.01194 6.13545 -2.04484
C29 -4.37266 4.99314 -1.11524
O14 -4.52175 5.41693 0.23652
H71 -3.08957 6.61468 -1.71568
H72 -3.87534 5.77856 -3.06662
H73 -4.79982 6.89253 -2.05264
H74 -3.57928 4.24894 -1.09934
H75 -5.28838 4.49781 -1.45719
H76 -5.22735 6.07001 0.27200

Properties
strongest force on any atom = 0.824 eV Å⁻¹
HOMO level = -9.635 eV
electronic energy = -2558.14687 a.u.
net charge = 0
SMILES string = CCCN[C@H]1OC(=O)O[C@H]1C(F)(F)F.CCO.CCO.CCO.CCO.CCO.CCO.CCO.CCO.CCO.CCO.CCO

=====

No. 3
This record from the OMol25 dataset describes a structure of composition C23H14BrN3O5Re. The level of theory is the ωB97M-V functional and the def2-TZVPD basis.

Atoms and positions in Å:
Re1 0.31145 -0.29464 0.04757
Br1 -1.55289 -6.72060 3.37380
C1 -1.32838 -5.00850 2.67067
C2 -2.34497 -4.05689 2.81264
C3 -2.20590 -2.77079 2.30760
C4 -1.05374 -2.45257 1.64059
O1 -0.90805 -1.19037 1.12991
C5 -0.01236 -3.37206 1.49058
C6 1.23913 -3.02719 0.93579
N1 1.59696 -1.87078 0.42579
C7 2.97406 -1.64854 0.04041
C8 3.99375 -2.55594 0.06588
C9 5.29913 -2.16503 -0.30644
C10 5.56521 -0.88045 -0.68351
C11 4.51834 0.07177 -0.72407
C12 4.69692 1.42567 -1.08405
C13 3.62834 2.28638 -1.09865
C14 2.36390 1.80597 -0.78030
N2 2.15834 0.53145 -0.43025
C15 3.22809 -0.33936 -0.37495
C16 -0.16561 -4.66934 2.02526
H1 -3.25475 -4.32923 3.33126
H2 -2.98760 -2.03157 2.41859
H3 2.00187 -3.79692 0.98403
H4 3.84092 -3.58397 0.36421
H5 6.09085 -2.90080 -0.27981
H6 6.56838 -0.57871 -0.95467
H7 5.68731 1.77727 -1.34865
H8 3.74006 3.32659 -1.36776
H9 1.49251 2.44279 -0.82640
H10 0.63459 -5.39192 1.92567
O2 -1.23933 1.03974 -2.98309
C17 -1.45299 1.45684 -1.90248
O3 -0.51751 1.07968 -0.86093
C18 -2.49714 2.37766 -1.45236
C19 -2.67969 2.72834 -0.11552
C20 -3.68971 3.60562 0.23299
C21 -4.48759 4.10963 -0.77389
C22 -4.33338 3.77920 -2.10375
C23 -3.32144 2.90119 -2.44810
N3 -5.56501 5.05892 -0.40213
O4 -5.62056 5.40017 0.75609
O5 -6.33655 5.38445 -1.27179
H11 -2.04602 2.32222 0.66124
H12 -3.86617 3.90623 1.25558
H13 -4.99583 4.20372 -2.84378
H14 -3.16695 2.61465 -3.47885

Properties
strongest force on any atom = 0.818 eV Å⁻¹
spin multiplicity = 4
HOMO level (alpha / beta) = -14.800 / -14.848 eV
electronic energy = -4076.97162 a.u.
net charge = +2

=====

No. 4
This record from the OMol25 dataset describes a structure of composition C16H23N7O6S2Y in a non-equilibrium geometry. The level of theory is the ωB97M-V functional and the def2-TZVPD basis.

Atoms and positions in Å:
Y1 0.26173 -0.37078 0.22665
N1 -2.00634 -0.29707 1.29475
C1 -3.13699 -0.16060 0.35319
C2 -2.84633 1.00070 -0.59294
N2 -1.48005 0.92201 -1.15269
C3 -1.45203 0.51761 -2.56897
C4 -1.53948 -0.99514 -2.69061
N3 -0.38942 -1.60341 -1.99260
H1 -2.25245 -0.96282 2.01877
H2 -1.89404 0.61233 1.74880
H3 -4.07760 0.04777 0.86805
H4 -3.25097 -1.10038 -0.19096
H5 -2.92549 1.91799 -0.01860
H6 -3.59136 1.03200 -1.39150
H7 -1.06145 1.84508 -1.08225
H8 -0.50997 0.85063 -3.00116
H9 -2.27290 0.97585 -3.12716
H10 -1.57251 -1.27245 -3.74661
H11 -2.45815 -1.35023 -2.22113
H12 0.45156 -1.35038 -2.50712
H13 -0.46176 -2.61262 -2.03266
N4 2.39850 -3.66784 2.59798
C5 3.41283 -2.75419 2.73397
C6 3.04872 -1.67366 1.98913
N5 1.83554 -1.91915 1.39507
C7 1.46667 -3.12863 1.78601
C8 0.20538 -3.68049 1.35415
N6 -0.65799 -2.93952 0.68749
C9 -1.72865 -3.75391 0.42379
C10 -1.50758 -4.99631 0.93748
N7 -0.27127 -4.93570 1.52662
H14 2.36386 -4.56393 3.05171
H15 4.28117 -2.94120 3.34014
H16 3.56792 -0.74770 1.82637
H17 -2.59257 -3.39779 -0.11290
H18 -2.10690 -5.88943 0.93339
H19 0.18868 -5.70725 1.97845
O1 0.69123 3.12526 2.84633
S1 0.27214 2.41148 1.68627
O2 -1.16005 2.43021 1.39047
O3 0.69123 0.96842 1.70452
C11 0.96563 3.31459 0.28528
C12 0.44693 4.60783 0.25684
C13 0.87413 5.52109 -0.69045
C14 1.84524 5.15836 -1.61214
C15 2.35683 3.87289 -1.60341
C16 1.91573 2.94684 -0.66554
S2 2.51712 1.28362 -0.91156
O4 2.87474 0.67011 0.35003
O5 3.52945 1.32515 -1.91807
O6 1.26440 0.57767 -1.40440
H20 -0.28539 4.88743 1.00247
H21 0.45607 6.51830 -0.70491
H22 2.20228 5.87717 -2.33695
H23 3.10396 3.55418 -2.31685

Properties
strongest force on any atom = 3.546 eV Å⁻¹
HOMO level = -11.826 eV
electronic energy = -2292.99690 a.u.
ΔE to the lowest compared entry with this formula, charge and spin = 15.7 kcal/mol
net charge = +1

=====

No. 5
This record from the OMol25 dataset describes a cluster of 3 separate species, C19H38N4O4PS in total in a non-equilibrium geometry. The level of theory is the ωB97M-V functional and the def2-TZVPD basis.

Atoms and positions in Å:
C1 0.08905 6.92695 5.54893
C2 -0.21192 5.64478 5.39590
C3 -0.42371 4.06481 5.17141
N1 -0.55248 3.70220 3.68844
C4 0.52308 4.09301 2.86457
C5 0.59917 3.77170 1.34300
P1 2.00708 4.22412 0.16529
S1 2.09667 2.76891 -1.16840
C6 -0.67683 2.96352 0.91125
C7 -1.69971 2.72457 2.04388
N2 -1.68432 3.06488 3.42097
H1 0.46923 8.00762 5.54850
H2 -1.27455 3.61955 5.80398
H3 0.57012 3.55603 5.51692
H4 1.40706 4.68291 3.32630
H5 3.23788 4.08655 0.93480
H6 1.89079 5.51217 -0.45756
H7 -0.87426 2.57942 -0.15037
H8 -2.66959 2.15756 1.72317
C8 -0.91041 -5.34713 2.79456
O1 -2.00601 -4.46957 2.57086
C9 -2.65398 -4.04739 3.77488
C10 -2.36406 -2.56723 4.05827
N3 -0.96874 -2.35883 4.44690
C11 -0.54260 -0.95823 4.42770
C12 -0.62457 -0.19646 3.09095
O2 0.29914 -0.64044 2.10331
C13 -0.10325 -1.79985 1.38807
H9 -0.62823 -5.78419 1.83422
H10 -0.04598 -4.80174 3.18175
H11 -1.17983 -6.15622 3.47816
H12 -2.39567 -4.68043 4.62850
H13 -3.72906 -4.15462 3.59875
H14 -3.01730 -2.22010 4.86511
H15 -2.61286 -2.00741 3.15106
H16 -0.36869 -2.87746 3.81155
H17 0.50380 -0.94761 4.75236
H18 -1.11166 -0.40861 5.18729
H19 -0.35267 0.84319 3.29930
H20 -1.64182 -0.16069 2.68440
H21 -1.18587 -1.84494 1.24158
H22 0.25299 -2.69556 1.90220
H23 0.37554 -1.78214 0.40865
C14 -1.54729 0.07518 -6.20867
O3 -1.05285 -1.18474 -5.77662
C15 -0.21229 -1.82868 -6.74045
C16 1.25066 -1.82370 -6.27684
N4 1.82155 -0.47717 -6.31752
C17 3.09389 -0.34171 -5.60319
C18 3.11304 -0.65710 -4.09556
O4 2.39606 0.27515 -3.29028
C19 0.99333 0.06778 -3.24702
H24 -2.33941 0.37945 -5.52066
H25 -0.76268 0.83526 -6.17403
H26 -1.96689 0.01550 -7.21616
H27 -0.32105 -1.39665 -7.73934
H28 -0.54764 -2.86939 -6.79342
H29 1.83653 -2.48196 -6.92602
H30 1.27216 -2.23502 -5.26273
H31 1.15968 0.17387 -5.90450
H32 3.41108 0.69940 -5.72886
H33 3.84565 -0.96069 -6.10662
H34 4.15492 -0.58649 -3.76815
H35 2.80201 -1.68357 -3.87268
H36 0.72623 -0.99121 -3.29931
H37 0.51003 0.62674 -4.05232
H38 0.61545 0.47155 -2.30670

Properties
strongest force on any atom = 7.647 eV Å⁻¹
HOMO level = -10.122 eV
electronic energy = -2005.64488 a.u.
net charge = +1

=====

No. 6
This record from the OMol25 dataset describes the ion C9H18NO2 with charge +1 in a non-equilibrium geometry. The level of theory is the ωB97M-V functional and the def2-TZVPD basis.

Atoms and positions in Å:
C1 1.54836 0.09404 -1.42284
C2 1.25506 -0.10796 0.03745
C3 2.39236 -1.05757 0.49890
C4 1.21166 1.13191 0.97216
C5 -0.06506 1.99465 0.54503
C6 -1.23404 1.10021 0.83178
C7 -1.40857 -0.17454 0.02319
C8 -1.53529 0.12287 -1.51847
C9 -2.35797 -1.08070 0.60200
N1 -0.05092 -0.84594 0.07605
O1 -0.04058 -1.96530 0.80655
O2 -0.04238 -2.04524 -0.55959
H1 1.29897 -0.87090 -1.99934
H2 2.59921 0.14397 -1.53778
H3 0.98137 0.86813 -1.90493
H4 2.19755 -2.24206 0.24244
H5 2.41141 -0.93504 1.57780
H6 3.41971 -0.75399 0.12656
H7 2.05713 1.67460 0.83941
H8 1.31893 0.72467 1.96227
H9 0.02124 2.77112 1.21783
H10 0.14008 2.17706 -0.54559
H11 -1.23077 0.86710 1.82201
H12 -2.14683 1.60878 0.67930
H13 -1.34434 -0.73388 -2.20587
H14 -0.94005 0.96066 -1.83748
H15 -2.65483 0.58530 -1.44638
H16 -2.31725 -1.97196 -0.01394
H17 -3.39156 -0.75283 0.53716
H18 -2.09259 -1.28718 1.59432

Properties
strongest force on any atom = 4.544 eV Å⁻¹
HOMO level = -15.098 eV
electronic energy = -558.42325 a.u.
ΔE to the lowest compared entry with this formula, charge and spin = 181.9 kcal/mol
net charge = +1
SMILES string = CC1(C)CCCC(C)(C)[N+]12OO2

=====

No. 7
This record from the OMol25 dataset describes a structure of composition CH8N5S in a non-equilibrium geometry. The level of theory is the ωB97M-V functional and the def2-TZVPD basis.

Atoms and positions in Å:
C1 1.41669 0.40202 -0.12537
N1 2.47797 1.18559 0.14862
N2 -1.78031 -0.33752 -1.04143
N3 -1.67839 -0.74283 1.11401
N4 0.16884 0.75326 0.00149
N5 -1.04571 -0.71401 -0.05141
S1 1.82542 -1.27941 -0.48819
H1 3.32771 0.58328 0.11811
H2 2.59668 2.14222 0.26315
H3 -2.78248 -0.37746 -0.94982
H4 -1.26934 -0.30396 -1.92165
H5 -2.52264 -0.26545 1.10830
H6 -1.01105 -0.95009 1.87099
H7 -0.19876 1.65028 0.37276
H8 0.47535 -1.74593 -0.41956

Properties
strongest force on any atom = 4.711 eV Å⁻¹
HOMO level = -13.392 eV
electronic energy = -714.50725 a.u.
ΔE to the lowest compared entry with this formula, charge and spin = 53.7 kcal/mol
net charge = +1

=====

No. 8
This record from the OMol25 dataset describes an isolated molecule of C2H7N3 in a non-equilibrium geometry. The level of theory is the ωB97M-V functional and the def2-TZVPD basis.

Atoms and positions in Å:
H1 1.47876 0.79797 1.02940
N1 0.91479 1.74169 1.16809
C1 0.12733 1.39371 0.14911
N2 0.21691 0.13718 -0.50377
C2 -1.07803 -0.48097 -0.51410
N3 1.01138 -0.75292 0.12969
H2 -0.64536 2.04838 -0.05866
H3 -1.50939 -1.07816 0.38614
H4 -1.84091 0.37580 -0.80885
H5 -1.00337 -1.36419 -1.19672
H6 1.61017 -1.30832 -0.58530
H7 0.71772 -1.51018 0.80497

Properties
strongest force on any atom = 6.616 eV Å⁻¹
HOMO level = -9.410 eV
electronic energy = -244.55486 a.u.
ΔE to the lowest compared entry with this formula, charge and spin = 75.6 kcal/mol
net charge = 0
SMILES string = [H]/N=C\N(C)N